No. 1
Below is C52H46AsN6O4PtS2Te as an isolated structure, with properties calculated with wB97M-V/def2-TZVPD.

```
113
Properties=species:S:1:pos:R:3:lowdin_spin:R:1
Pt -0.36330 0.09109 0.60634 1.338
N -8.94882 0.13750 0.64590 0.001
C -7.65210 -0.28240 0.49871 0.001
C -6.70028 -0.01638 1.49441 0.000
C -5.39348 -0.42256 1.33206 0.001
C -5.00554 -1.08814 0.17505 0.003
C -5.93641 -1.35901 -0.81736 0.001
C -7.24901 -0.96311 -0.65633 0.000
S -3.34954 -1.61429 -0.00188 0.010
O -3.25584 -2.41199 -1.20245 0.003
O -2.92812 -2.20408 1.24487 -0.001
N -2.43158 -0.27628 -0.13421 0.087
C -2.46288 0.49324 -1.26118 0.009
N -3.49866 0.50322 -2.10732 0.004
C -3.39149 1.29866 -3.16087 -0.001
C -2.27887 2.09341 -3.40886 0.002
C -1.26786 2.03305 -2.47130 0.007
N -1.35051 1.25289 -1.39629 0.072
H -9.26568 0.45159 1.54399 0.000
H -9.65285 -0.21732 0.02580 0.000
H -7.00120 0.49952 2.39874 0.000
H -4.67191 -0.24357 2.12131 0.000
H -5.62179 -1.87180 -1.71588 0.000
H -7.97523 -1.17660 -1.43166 0.000
H -4.23500 1.30690 -3.84416 0.000
H -2.20959 2.72568 -4.28140 0.000
H -0.36367 2.62418 -2.58052 0.001
O 3.74845 2.55171 0.20707 0.019
S 2.70041 2.14058 1.09396 0.025
O 2.98879 1.83926 2.46387 0.027
N 1.90940 0.78030 0.42126 0.386
C 2.64397 -0.08141 -0.27458 0.071
C 4.06846 -0.18277 -0.24680 0.188
C 4.75342 -1.01596 -1.11225 0.005
C 4.07739 -1.77241 -2.04892 0.229
C 2.65793 -1.78414 -2.07803 0.013
C 1.94065 -2.60240 -2.97267 0.030
C 0.57649 -2.64489 -2.89473 -0.009
C -0.06589 -1.87042 -1.92203 0.031
N 0.59065 -1.06755 -1.10262 0.084
C 1.93305 -1.00746 -1.16368 0.068
C 1.46390 3.38996 1.01806 0.028
C 0.56736 3.49246 -0.03081 0.013
C -0.27954 4.58890 -0.08763 0.000
C -0.21341 5.57050 0.88999 0.009
C 0.70208 5.46276 1.93004 -0.001
C 1.54946 4.36999 2.00450 0.011
H 4.62524 0.38887 0.47775 0.006
H 5.83238 -1.06055 -1.05789 -0.004
H 4.61941 -2.39109 -2.75375 0.011
H 2.48103 -3.20269 -3.69434 0.001
H -0.01567 -3.27366 -3.54425 -0.001
H -1.14398 -1.92061 -1.80564 0.002
H 0.51807 2.71477 -0.77790 0.001
H -0.99895 4.66830 -0.89341 0.000
H -0.88333 6.41952 0.84905 0.001
H 0.75268 6.23097 2.69086 0.000
H 2.25969 4.27565 2.81627 0.000
C -3.80713 7.06512 3.49722 0.008
C -3.08440 5.75779 3.34098 0.041
C -3.40004 4.88170 2.30863 -0.006
C -2.73937 3.67327 2.14113 0.039
C -3.12877 2.78390 1.00009 0.008
C -1.71483 3.33288 3.04249 0.074
Te -0.69169 1.51658 2.93200 0.747
C -1.37890 4.20114 4.10256 0.042
C -0.31378 3.92612 5.13437 0.013
C -2.07531 5.39734 4.22398 -0.005
H -4.65236 7.13611 2.81449 0.000
H -3.13907 7.90465 3.29423 0.003
H -4.17816 7.18646 4.51553 0.002
H -4.19042 5.14425 1.61392 -0.001
H -3.95988 3.20853 0.43853 0.000
H -3.41790 1.78539 1.33203 0.004
H -2.28474 2.64630 0.32164 0.001
H 0.46747 3.25356 4.78931 0.008
H -0.75329 3.48953 6.03419 0.002
H 0.16357 4.86175 5.42731 0.001
H -1.81485 6.07005 5.03500 -0.001
C 3.92418 -2.25590 4.87865 0.000
C 3.41647 -3.42342 4.32222 0.001
C 2.32996 -3.37271 3.46352 0.005
C 1.74312 -2.14687 3.14902 0.021
C 2.24758 -0.98739 3.71748 0.003
C 3.33915 -1.03755 4.57446 0.000
As 0.13715 -2.05289 2.06110 0.099
C -1.17240 -2.74095 3.31467 0.022
C -2.17017 -1.91992 3.81890 0.017
C -3.06460 -2.40150 4.76234 0.001
C -2.97226 -3.71450 5.19984 0.000
C -1.98228 -4.54229 4.69087 0.002
C -1.08203 -4.05686 3.75344 0.005
C 0.43040 -3.55856 0.87047 0.012
C 1.72516 -3.84684 0.44160 0.006
C 1.95752 -4.90930 -0.41883 0.001
C 0.89717 -5.68516 -0.86816 0.005
C -0.39397 -5.39136 -0.45659 -0.001
C -0.63168 -4.33328 0.41244 0.005
H 4.77318 -2.29812 5.54897 0.000
H 3.86698 -4.37902 4.55876 0.000
H 1.95116 -4.29408 3.04125 0.000
H 1.81593 -0.02968 3.48619 0.003
H 3.72849 -0.11934 4.99520 0.000
H -2.28860 -0.90856 3.45611 0.025
H -3.84093 -1.75250 5.14736 0.000
H -3.67411 -4.09316 5.93148 0.000
H -1.90719 -5.56895 5.02523 0.000
H -0.30945 -4.71416 3.37425 0.001
H 2.56539 -3.26805 0.80921 0.001
H 2.97030 -5.13875 -0.72911 0.000
H 1.07876 -6.52128 -1.53172 0.000
H -1.22746 -5.98889 -0.80304 0.000
H -1.64210 -4.10669 0.72326 0.000
```

## Properties
* charge: +1
* <S²>: 6.060
* energy relative to the best compared isomer or geometry (same formula, charge and spin): 0.0 kJ/mol
* 2S+1: 5
* E_tot: -6057.896510 Eh
* HOMO level (alpha / beta): -0.351 / -0.363 Eh


No. 2
Below is C52H46N3NiOTe as an isolated structure, with properties calculated with wB97M-V/def2-TZVPD.

```
104
Properties=species:S:1:pos:R:3:lowdin_spin:R:1
Ni -0.77576 -0.86279 1.08727 0.982
C 0.24755 -0.28659 6.69321 0.066
C -0.92250 -1.03866 6.59884 0.001
C -1.37182 -1.52261 5.38230 0.056
C -0.64878 -1.26108 4.20094 0.037
C 0.53275 -0.50589 4.30553 0.047
C 0.96805 -0.02891 5.52856 0.001
N -1.05027 -1.68876 2.96222 0.314
N -1.90944 -2.69360 2.95889 0.317
C -2.36605 -2.97109 1.69678 0.016
C -3.19855 -4.08403 1.48685 0.066
C -3.64276 -4.40460 0.21345 -0.003
C -3.28206 -3.62071 -0.88069 0.085
C -2.46810 -2.50002 -0.68084 0.003
C -2.01154 -2.18965 0.57953 0.045
H 0.58774 0.09150 7.65016 0.005
H -1.50272 -1.24078 7.49398 -0.002
H -2.28797 -2.09040 5.29978 0.005
H 1.10605 -0.32721 3.40315 0.003
H 1.88764 0.54509 5.57736 -0.002
H -3.47851 -4.68085 2.34815 0.003
H -4.28163 -5.27052 0.06954 -0.003
H -3.62881 -3.87256 -1.87701 0.007
H -2.18623 -1.88262 -1.52812 -0.001
C 0.73326 -1.99020 0.63238 0.264
C 1.44619 -2.85477 0.11945 0.077
C 2.21245 -3.90754 -0.36259 0.280
C 1.66220 -5.25823 -0.17966 0.016
C 2.46467 -6.40306 -0.07449 0.046
C 1.90362 -7.65339 0.14301 -0.004
C 0.52712 -7.79594 0.26740 0.053
C -0.28119 -6.66641 0.18779 -0.003
C 0.27468 -5.41729 -0.02776 0.047
C 3.46304 -3.63117 -1.06111 0.018
C 4.09190 -2.38280 -0.89676 0.057
C 5.25796 -2.06869 -1.57001 -0.004
C 5.84405 -2.98328 -2.44045 0.069
C 5.22745 -4.21292 -2.63338 -0.004
C 4.05823 -4.53314 -1.96049 0.058
H 3.54186 -6.30667 -0.12786 0.002
H 2.54977 -8.51970 0.23226 -0.002
H 0.09094 -8.77272 0.44078 0.004
H -1.35570 -6.74577 0.30388 -0.001
H -0.36463 -4.54028 -0.06747 0.002
H 3.62893 -1.66422 -0.23153 0.004
H 5.71210 -1.09611 -1.41975 -0.002
H 6.75550 -2.73467 -2.97024 0.005
H 5.65245 -4.92813 -3.32873 -0.002
H 3.57656 -5.48135 -2.16001 0.003
C 3.28183 2.77413 -5.94427 0.000
C 2.36273 2.37301 -4.81917 0.001
C 1.07433 1.92461 -5.06567 0.000
C 0.21853 1.54656 -4.03054 0.002
C -1.14772 1.01693 -4.40161 0.000
C 0.64114 1.63491 -2.69558 0.007
Te -0.75839 1.02478 -1.07642 0.032
N -2.08020 0.41349 0.94989 -0.089
C -3.22939 0.59859 1.57804 -0.004
O -3.84695 -0.14724 2.35336 0.008
C -3.84324 1.97981 1.34755 -0.005
C -3.96754 2.54928 0.08576 -0.001
C -4.55354 3.79911 -0.07728 0.000
C -5.00530 4.50876 1.02720 -0.001
C -4.88728 3.94528 2.29367 0.000
C -4.32585 2.68516 2.44760 -0.001
C -0.50709 2.93164 -0.14377 0.004
C -0.90454 4.08020 -0.84311 0.001
C -1.58128 4.04905 -2.18899 0.001
C -0.67567 5.34144 -0.28867 0.000
C -0.06502 5.50122 0.93977 0.000
C 0.16524 6.86650 1.53439 0.000
C 0.30856 4.35479 1.62849 0.000
C 0.09204 3.07740 1.12283 0.000
C 0.50145 1.92120 1.98786 0.004
C 1.96689 2.03232 -2.44673 0.001
C 2.53977 2.04011 -1.05282 0.001
C 2.79579 2.40696 -3.50096 0.000
H 2.76365 2.74157 -6.90383 0.000
H 4.14469 2.10647 -6.00730 0.000
H 3.66443 3.78766 -5.80188 0.000
H 0.72444 1.85526 -6.09254 0.000
H -1.26579 0.98981 -5.48691 0.000
H -1.94759 1.62814 -3.98279 0.000
H -1.29884 0.00582 -4.02008 0.000
H -3.59966 1.99906 -0.77181 0.000
H -4.64705 4.22439 -1.07083 0.000
H -5.44643 5.49156 0.90381 0.000
H -5.23926 4.49015 3.16276 0.000
H -4.25546 2.21636 3.42163 0.000
H -2.24669 3.19138 -2.27519 0.001
H -0.84866 3.97825 -2.99707 0.000
H -2.16932 4.95771 -2.33225 0.000
H -0.99983 6.21869 -0.84184 0.000
H -0.11910 7.65287 0.83330 0.000
H 1.21519 7.01148 1.79929 0.000
H -0.42248 7.00019 2.44580 0.000
H 0.77345 4.45067 2.60541 0.000
H 1.09786 2.26272 2.83448 0.000
H 1.07835 1.17609 1.43487 0.001
H -0.38224 1.43755 2.39877 0.001
H 2.24893 1.13421 -0.51883 0.001
H 2.17312 2.89079 -0.47571 0.000
H 3.63009 2.09053 -1.08291 0.000
H 3.81520 2.71644 -3.28370 0.000
```

## Properties
* charge: -2
* <S²>: 3.869
* energy relative to the best compared isomer or geometry (same formula, charge and spin): 0.0 kJ/mol
* 2S+1: 4
* E_tot: -4024.850267 Eh
* HOMO level (alpha / beta): -0.009 / -0.085 Eh


No. 3
Below is C52H46N8O2S3SbV as an isolated structure at a distorted geometry, with properties calculated with wB97M-V/def2-TZVPD.

```
113
Properties=species:S:1:pos:R:3:lowdin_spin:R:1
V -0.82136 2.30990 0.45127 2.549
C -5.07521 3.35819 0.99070 0.005
C -5.22196 4.33213 0.02339 0.012
C -4.11743 4.71803 -0.72292 0.003
C -2.90170 4.10829 -0.48899 0.014
N -2.76217 3.14925 0.44879 0.017
C -3.82442 2.79343 1.17647 0.018
C -1.65252 4.41441 -1.26687 0.052
C -1.48736 5.41100 -2.20068 -0.007
C -0.24496 5.55953 -2.81299 0.060
C 0.79735 4.70105 -2.49464 -0.007
C 0.57743 3.68696 -1.58128 0.054
N -0.63673 3.56269 -0.99561 0.003
C 1.53155 2.60916 -1.18382 0.022
C 2.79769 2.46309 -1.71684 0.004
C 3.55299 1.35844 -1.35932 0.022
C 3.01109 0.42622 -0.49277 0.004
C 1.74629 0.64533 0.02196 0.026
N 1.01952 1.73037 -0.29565 0.016
H -5.90688 3.03726 1.60181 0.000
H -6.18724 4.78689 -0.15850 0.001
H -4.20815 5.47880 -1.48640 0.000
H -3.65534 2.02838 1.92454 0.002
H -2.30185 6.07948 -2.44592 -0.001
H -0.09232 6.34900 -3.53663 0.004
H 1.76791 4.82198 -2.95653 -0.002
H 3.18712 3.19853 -2.40861 0.000
H 4.54720 1.22046 -1.76449 0.001
H 3.56154 -0.45979 -0.20563 0.000
H 1.30678 -0.03402 0.74421 0.002
N -2.05567 1.62830 -2.82936 0.006
C -2.49596 0.85077 -1.81178 0.012
N -1.86895 0.68358 -0.67774 0.013
C -2.61544 -0.23274 0.11639 0.007
C -2.22099 -0.73233 1.35138 0.005
C -3.06547 -1.59513 2.02932 0.001
C -4.29043 -1.98221 1.48183 0.001
C -4.67619 -1.52169 0.23342 0.001
C -3.82091 -0.65106 -0.43219 0.002
S -4.01661 0.04004 -2.01083 0.003
H -1.10543 1.95451 -2.81084 0.001
H -2.50297 1.56346 -3.72630 0.000
H -1.25878 -0.47150 1.77262 0.002
H -2.75327 -1.98136 2.99164 0.000
H -4.93347 -2.66409 2.02286 0.000
H -5.60916 -1.83932 -0.21456 0.000
N 5.62297 3.20009 5.31949 0.000
C 4.45690 2.59882 4.91261 0.000
C 3.62973 1.95108 5.83611 0.000
C 2.45840 1.34582 5.42684 0.000
C 2.10056 1.35976 4.08129 0.000
C 2.92543 1.98935 3.15108 0.000
C 4.09037 2.60172 3.55947 0.000
S 0.57978 0.64551 3.60555 0.003
O 0.81984 -0.56617 2.85932 0.001
O -0.21932 0.57176 4.80222 0.001
N -0.07555 1.66434 2.53909 0.020
C -0.16114 2.99658 2.84123 0.030
S -0.08262 3.84661 4.35032 0.007
C -0.41472 5.32806 3.52847 0.005
C -0.56804 5.11747 2.21128 0.002
N -0.39629 3.80549 1.80927 0.001
H 5.79743 3.33213 6.29838 0.000
H 6.11870 3.80211 4.68923 0.000
H 3.91051 1.93195 6.88280 0.000
H 1.80950 0.86389 6.14573 0.000
H 2.65048 2.00771 2.10376 0.000
H 4.72895 3.09332 2.83390 0.000
H -0.46341 6.26312 4.06266 0.000
H -0.78777 5.87720 1.47459 0.000
C -1.82218 -4.67216 0.57230 0.000
C -0.47104 -4.36716 1.17119 0.000
C -0.09920 -4.97703 2.36588 0.000
C 1.13848 -4.74028 2.94796 0.000
C 2.02438 -3.85918 2.35075 0.000
C 1.66311 -3.23371 1.16472 0.000
C 0.43923 -3.49798 0.54787 0.000
Sb -0.12115 -2.39000 -1.18093 0.000
C -0.95520 -3.82252 -2.52463 0.000
C -2.06234 -3.32412 -3.21344 0.000
C -2.75988 -4.09677 -4.13489 0.000
C -2.34898 -5.39832 -4.36771 0.000
C -1.25178 -5.90646 -3.68455 0.000
C -0.53742 -5.14173 -2.76459 0.000
C 0.66109 -5.76147 -2.09144 0.000
C 1.78011 -2.26042 -2.18645 0.000
C 2.85987 -3.09580 -1.89327 0.000
C 4.07252 -2.98023 -2.56545 0.000
C 4.21481 -2.02145 -3.55745 0.000
C 3.14823 -1.18605 -3.86280 0.000
C 1.93425 -1.28628 -3.18754 0.000
C 0.81358 -0.33842 -3.54443 0.000
H -2.46808 -5.16087 1.30287 0.000
H -1.73759 -5.33259 -0.29406 0.000
H -2.33141 -3.76526 0.23274 0.000
H -0.80040 -5.64512 2.85407 0.000
H 1.40103 -5.23206 3.87615 0.000
H 2.98284 -3.64825 2.80865 0.000
H 2.34982 -2.51887 0.72448 0.000
H -2.39888 -2.31055 -3.01979 0.000
H -3.61676 -3.68764 -4.65583 0.000
H -2.87813 -6.02120 -5.07823 0.000
H -0.93587 -6.92753 -3.86959 0.000
H 0.58142 -6.84828 -2.08896 0.000
H 0.77931 -5.42621 -1.06046 0.000
H 1.57683 -5.49754 -2.62739 0.000
H 2.76316 -3.84941 -1.12161 0.000
H 4.89688 -3.63728 -2.31548 0.000
H 5.14777 -1.93006 -4.10038 0.000
H 3.25845 -0.44140 -4.64533 0.000
H 1.15262 0.40659 -4.26815 0.000
H 0.44815 0.17590 -2.65131 0.000
H -0.03941 -0.86619 -3.98206 0.000
```

## Properties
* charge: +1
* <S²>: 3.770
* energy relative to the best compared isomer or geometry (same formula, charge and spin): 0.0 kJ/mol
* 2S+1: 4
* E_tot: -4976.468501 Eh
* HOMO level (alpha / beta): -0.350 / -0.358 Eh


- E_tot of number 1 (C52H46AsN6O4PtS2Te)?
  -6057.896510 Eh